{
  "formula": "C3H3ClO",
  "method": "ωB97M-V/def2-TZVPD",
  "symbols": ["O", "C", "C", "C", "Cl", "H", "H", "H"],
  "xyz": [[0.294, 1.969, -0.629], [0.635, 0.793, -0.806], [0.124, -0.421, -0.260], [-0.589, -0.585, 0.924], [-1.191, 0.677, 2.014], [1.200, 0.562, -1.736], [0.228, -1.398, -0.736], [-0.702, -1.597, 1.228]],
  "de_lowest_ev": 0.661,
  "mol_weight_g_mol": 90.51,
  "smiles": "O=C/C=C\\Cl",
  "total_charge": 0,
  "e_lumo_ev": -0.6,
  "e_homo_ha": -0.367
}